P) Formula: C4H12O3
Source: OMol25
Level of theory: ωB97M-V/def2-TZVPD

Atoms and positions in Å:
C  1.6464  -0.9506  -0.5581
H  0.8234  -0.3819  1.8991
O  -3.5688  -1.0506  0.1079
H  2.7892  -0.5296  -2.3120
O  -1.1908  3.4610  -0.3096
H  2.7366  0.8277  -1.0110
C  2.7939  -0.2241  -1.2609
H  -0.4902  0.6039  1.4721
O  -0.8864  -1.4500  1.3605
H  -3.8583  -1.7948  0.6487
H  -2.6049  -1.1444  0.0914
H  -1.0794  4.2580  -0.8289
H  -1.2184  -1.5327  2.2591
C  0.5049  -0.3222  -0.2295
H  3.7001  -0.7056  -0.9070
H  -0.0691  0.2547  -0.9416
H  -1.8076  2.8527  -0.7195
H  1.7854  -1.8335  0.0627
C  -0.0060  -0.3378  1.1766

Output
- total charge = 0
- E_HOMO (Eh) = -0.32130
- 2S+1 = 1
- SMILES string = C/C=C/CO.O.O

=====

Q) Formula: C4H12O3
Source: OMol25
Level of theory: ωB97M-V/def2-TZVPD

Atoms and positions in Å:
C  0.0911  0.6151  0.2421
H  -1.0621  -2.0574  -1.8258
C  -2.3222  0.3280  -0.6274
C  -0.4940  -1.4676  -1.0236
O  0.5222  2.1370  3.1910
H  -2.7396  0.8407  0.2825
O  3.8401  -1.5433  -0.6435
H  -0.4733  0.7615  -1.7107
H  -2.8866  -0.6659  -0.7586
H  0.6543  -1.4649  -1.3427
H  3.1606  -1.5386  -0.0400
O  0.2739  1.8563  0.3324
H  -2.6821  0.7382  -1.5938
H  4.5598  -1.4301  -0.0492
C  -0.8365  0.0493  -0.8546
H  0.3784  2.1685  2.2247
H  -0.5433  -1.9309  0.0740
H  0.7682  -0.1730  0.6956
H  -0.2089  2.7770  3.4276

Output
- total charge = 0
- E_HOMO (Eh) = -0.38051
- 2S+1 = 1
- SMILES string = CC(C)C=O.O.O

=====

Result of the stability comparison: Q) is the most stable of them.

=====

P) Formula: C4H12O3
Source: OMol25
Level of theory: ωB97M-V/def2-TZVPD

Atoms and positions in Å:
H  -1.8840  0.6979  -0.9608
H  2.6378  -1.1551  -2.6236
O  0.3283  -0.0697  2.5594
H  -1.0715  -1.6045  0.1089
H  2.7033  0.0134  -1.5806
H  -0.8436  -2.3105  -1.7230
C  -0.9815  0.5252  -0.3551
O  2.5341  -0.1969  -2.5155
H  0.5761  -0.9063  -0.1674
H  0.7719  1.4235  1.2996
O  -0.5792  -1.4151  -1.7926
H  -1.4937  2.2041  0.7295
C  -0.4803  -0.8727  -0.4448
C  -0.0881  1.1659  1.9265
H  -2.2633  0.7741  1.3759
H  -0.3008  1.2767  -0.7661
C  -1.2996  1.1844  1.0605
H  -0.4300  -0.6361  2.4154
H  -0.1678  1.9442  2.7008

Output
- total charge = 0
- E_HOMO (Eh) = -0.37891
- 2S+1 = 1
- SMILES string = OCCCCO.O

=====

Q) Formula: C4H12O3
Source: OMol25
Level of theory: ωB97M-V/def2-TZVPD

Atoms and positions in Å:
H  0.3657  -1.5266  1.7406
H  0.1683  1.2122  2.2448
C  -1.9537  1.9628  -0.3217
H  0.1112  -1.7092  -0.0375
H  2.9576  0.4694  -0.0557
H  -2.7524  0.6083  1.3107
H  -0.9732  2.4793  -0.3794
H  2.1144  -3.0985  -2.8075
O  0.5157  0.9536  1.3944
C  -1.8147  0.7730  0.7052
H  -2.3908  1.5381  -1.3396
C  -0.6326  0.2396  0.8416
O  2.4036  0.6117  -0.8351
O  2.2621  -2.6713  -1.8922
H  1.5066  0.5032  -0.4743
C  -0.3400  -1.2971  0.9065
H  -1.2430  -1.8359  1.1276
H  2.4785  -1.8030  -2.1783
H  -2.7832  2.5905  0.0498

Output
- total charge = 0
- E_HOMO (Eh) = -0.30372
- 2S+1 = 1
- SMILES string = C/C=C(/C)O.O.O

=====

R) Formula: C4H12O3
Source: OMol25
Level of theory: ωB97M-V/def2-TZVPD

Atoms and positions in Å:
H  0.8008  0.6539  2.9225
H  0.2357  0.4941  0.7259
H  -2.3951  2.5651  -3.3628
O  -0.4810  0.5687  -2.5623
C  1.6581  -1.0205  0.1570
O  -2.4990  3.5023  -3.1733
H  2.4992  -1.5167  0.6788
C  -0.5506  -1.4504  1.0357
H  0.1193  0.8095  -1.8488
H  -0.8970  -1.6228  0.0137
H  -1.3459  -1.0856  1.6894
C  1.1575  -0.2930  2.5097
H  2.2521  -0.1879  2.5424
H  -3.4166  3.6778  -2.9616
H  0.0451  -0.1051  -3.0095
O  1.5711  -0.9966  -1.0407
C  0.6223  -0.4589  1.0813
H  0.8857  -1.1127  3.1657
H  -0.2615  -2.4212  1.4368

Output
- total charge = 0
- E_HOMO (Eh) = -0.37226
- 2S+1 = 1
- SMILES string = CC(C)C=O.O.O

=====

S) Formula: C4H12O3
Source: OMol25
Level of theory: ωB97M-V/def2-TZVPD

Atoms and positions in Å:
C  -0.4076  -2.3407  -0.2602
C  -0.0854  -1.2584  0.4359
O  -2.2884  0.2275  -1.2248
H  0.8623  0.6680  2.3181
H  0.6781  2.5458  -2.0417
H  -1.0492  -1.7356  2.2953
H  -1.5496  0.7693  -0.9475
H  -0.1496  -0.0613  3.6589
C  0.2455  -0.1555  2.6555
H  2.6419  1.3564  0.5131
C  -0.2924  -1.0897  1.8747
O  1.8838  1.8275  0.1521
H  1.6264  1.2742  -0.6010
H  -0.2795  -2.3065  -1.3357
H  0.4338  -0.4394  -0.0468
H  -2.0891  -0.2805  -2.0103
O  0.7498  1.6629  -2.3866
H  -0.1094  1.5421  -2.8010
H  -0.7563  -3.2755  0.1565

Output
- total charge = 0
- E_HOMO (Eh) = -0.32615
- 2S+1 = 1
- SMILES string = C=CC=C.O.O.O

=====

Result of the stability comparison: R) is the most stable of them.

=====

P) Formula: C4H12O3
Source: OMol25
Level of theory: ωB97M-V/def2-TZVPD

Atoms and positions in Å:
H  -0.9019  0.1162  1.5036
H  1.3856  -0.6442  2.2008
H  0.2503  2.8773  -0.6414
H  0.5865  -2.2598  2.3276
O  -0.7793  0.6287  -1.8341
C  0.3645  -1.2885  0.3756
C  -0.4804  0.0026  0.5010
H  -0.1684  -0.0867  -2.0583
C  -1.4577  0.2210  -0.6518
H  -1.9936  -0.6994  -0.8653
H  -0.2085  -2.1458  0.0146
H  2.0019  -0.4621  -0.5666
C  1.1117  -1.5574  1.6875
H  2.0483  -2.0380  1.3930
H  -2.1370  1.0268  -0.3841
O  1.3065  -1.1180  -0.6934
H  -0.8073  3.0998  -1.7366
O  -0.3831  3.5301  -0.9833
H  0.2618  0.7973  0.4114

Output
- total charge = 0
- E_HOMO (Eh) = -0.37732
- 2S+1 = 1
- SMILES string = C[C@H](O)CCO.O

=====

Q) Formula: C4H12O3
Source: OMol25
Level of theory: ωB97M-V/def2-TZVPD

Atoms and positions in Å:
H  -1.1733  2.6278  0.4566
H  0.6586  -2.1715  -1.6154
H  -0.5128  -0.4232  -0.1158
H  -0.6474  -1.9032  -2.3283
H  -2.0900  0.8854  2.3205
H  -0.2955  1.9568  -1.1078
O  1.8398  -0.6988  -1.5477
H  -1.5362  -0.6432  2.0975
C  -1.7706  0.1806  1.5313
H  -1.9013  1.8274  -0.9289
C  -1.0595  1.8163  -0.2865
C  0.5159  0.7892  1.1748
C  -0.8028  0.4982  0.4686
H  2.4574  -0.0487  -1.7759
H  0.4486  1.6396  1.9873
H  1.6168  -0.5294  -0.5890
O  1.4642  0.0715  0.9525
H  -2.7864  -0.0070  1.1537
O  -0.2460  -2.2373  -1.5152

Output
- total charge = 0
- E_HOMO (Eh) = -0.37077
- 2S+1 = 1
- SMILES string = CC(C)C=O.O.O

=====

Result of the stability comparison: P) is the most stable of them.

=====

P) Formula: C4H12O3
Source: OMol25
Level of theory: ωB97M-V/def2-TZVPD

Atoms and positions in Å:
H  -0.3440  0.7996  4.2348
C  -0.0575  1.1049  0.3055
H  0.2148  1.4589  -3.0568
O  1.0444  -3.4862  -0.9487
C  0.1218  -2.6602  -0.6853
H  1.0276  2.7504  -3.4800
H  -0.6039  -0.1140  -1.3374
O  -0.5830  0.2116  3.5279
H  -0.4711  0.7979  2.7831
H  -0.6302  2.0078  0.7932
H  -0.2325  -1.8363  1.2112
H  1.3274  -1.1024  0.3152
C  -0.5675  -0.1903  -0.1454
O  1.1509  1.8724  -3.0595
H  -0.0128  1.7672  -0.5719
H  -0.9972  -2.8013  -1.0945
C  0.2177  -1.4169  0.2851
H  -1.5838  -0.3207  0.2153
H  0.9789  1.1574  0.7081

Output
- total charge = 0
- E_HOMO (Eh) = -0.36041
- 2S+1 = 1
- SMILES string = CCCC=O.O.O

=====

Q) Formula: C4H12O3
Source: OMol25
Level of theory: ωB97M-V/def2-TZVPD

Atoms and positions in Å:
H  1.3909  -1.7554  -3.2707
H  0.1492  1.3396  0.4309
H  1.5156  -1.2900  0.8558
H  -1.5958  2.3252  -0.4610
H  1.4737  -1.5813  2.5735
H  -1.7262  1.0156  -2.3379
O  0.9715  -1.0011  -2.8974
H  -2.5200  1.1775  0.4730
C  1.1137  -0.8309  1.7426
C  -0.4673  0.4345  0.2584
H  -0.5503  0.3858  2.2633
H  2.8262  0.0029  2.2976
H  -0.0814  0.0368  -0.6157
C  -0.3362  -0.3993  1.5378
C  -1.7665  1.1002  -0.2839
O  2.0269  0.3993  1.8168
H  0.3913  -1.3931  -2.2791
H  -1.0966  -1.2825  1.6529
O  -1.9282  0.5009  -1.5584

Output
- total charge = 0
- E_HOMO (Eh) = -0.36596
- 2S+1 = 1
- SMILES string = OCCCCO.O

=====

Result of the stability comparison: P) is the most stable of them.

=====

P) Formula: CH6NPS
Source: OMol25
Level of theory: ωB97M-V/def2-TZVPD

Atoms and positions in Å:
P  0.3888  1.7125  -0.6000
H  -2.0645  -1.2297  0.3121
H  0.8892  2.3119  0.6350
N  2.1812  -0.4410  0.5188
H  2.9789  -0.5662  -0.1856
H  -2.2341  0.1198  -1.0546
C  -1.5829  -0.5461  -0.3146
H  -0.7423  -1.0280  -0.6427
S  -0.8202  0.8082  0.7188
H  2.4068  0.0289  1.3750

Output
- total charge = 0
- E_HOMO (spin up / spin down) (Eh) = -0.27802 / -0.27808
- 2S+1 = 1

=====

Q) Formula: CH6NPS
Source: OMol25
Level of theory: ωB97M-V/def2-TZVPD

Atoms and positions in Å:
H  0.3453  -0.0100  -1.5453
N  -0.2502  1.5272  0.1870
H  -0.9104  -0.7705  1.5726
P  2.4595  -0.3901  0.1247
H  0.4304  2.2586  -0.0361
H  -1.5816  -1.2470  -0.1606
C  -1.1876  -0.6273  0.5717
H  -1.6566  0.3063  0.3412
S  0.3482  0.1383  -0.1122
H  2.0030  -1.1856  -0.9429

Output
- total charge = 0
- E_HOMO (Eh) = -0.28461
- 2S+1 = 1
- SMILES string = C[S@@H](=N)=P

=====

R) Formula: CH6NPS
Source: OMol25
Level of theory: ωB97M-V/def2-TZVPD

Atoms and positions in Å:
S  0.8327  0.7163  -0.7985
N  -2.0118  -0.3977  -0.4196
P  -0.9580  0.8028  0.3004
H  2.7192  -0.0521  0.3978
C  1.6886  -0.1939  0.4720
H  -1.5866  1.9351  -0.6373
H  1.4667  0.1014  1.5630
H  1.4919  -1.3137  0.5447
H  -1.9184  -0.4105  -1.4769
H  -1.7243  -1.1877  0.0543

Output
- total charge = 0
- E_HOMO (Eh) = -0.33191
- 2S+1 = 1
- SMILES string = CSPN

=====

Result of the stability comparison: R) is the most stable of them.

=====

P) Formula: C3H7N2OS
Source: OMol25
Level of theory: ωB97M-V/def2-TZVPD

Atoms and positions in Å:
H  -0.6999  -2.5630  0.0119
H  -0.4380  1.2425  -1.3636
C  0.5505  -1.0059  0.0530
S  1.9557  -0.1293  -0.0778
H  1.1742  1.7286  1.2190
N  0.2728  -2.2678  -0.0069
N  -0.7617  0.0407  0.3555
C  -0.3386  1.2734  -0.2713
H  0.9919  -2.9744  -0.1139
H  1.6134  2.2405  -0.4369
H  -2.5474  -0.6111  0.5374
H  -0.9760  2.0749  0.1156
O  -1.8949  -0.5370  -0.1788
C  1.0980  1.4879  0.1569

Output
- total charge = +1
- E_HOMO (Eh) = -0.52951
- 2S+1 = 1

=====

Q) Formula: C3H7N2OS
Source: OMol25
Level of theory: ωB97M-V/def2-TZVPD

Atoms and positions in Å:
C  -0.5222  -0.8919  -0.3679
H  1.3896  0.6050  -2.4384
C  -0.4692  0.3389  1.5184
H  0.2951  1.6960  -1.7543
S  -1.2329  -2.1275  -1.4464
H  -0.4279  0.1125  2.6305
H  1.1940  1.6147  0.9126
H  1.4596  0.2146  1.2942
C  0.3121  0.0240  -0.8015
N  0.5843  0.7191  -1.8657
H  -1.1920  1.0714  1.0948
O  -0.8722  -0.9151  0.8990
H  -1.2915  -3.1695  -0.5437
N  0.7734  0.7079  0.8684

Output
- total charge = +1
- E_HOMO (Eh) = -0.48159
- 2S+1 = 1

=====

Result of the stability comparison: P) is the most stable of them.